--- a ---
This record from the Open Molecules 2025 dataset describes C5H7NOS in the gas phase. The level of theory is ωB97M-V/def2-TZVPD.

Values from the calculation:
HOMO-LUMO gap (Eh): 0.3060
HOMO (eV): -8.97
SMILES string: C=CN(C=O)CC=S

```
! wB97M-V def2-TZVPD RIJCOSX def2/J DEFGRID3
* xyz 0 1
C 1.99 1.87 -0.18
C 0.98 1.14 0.25
C -0.51 -0.73 0.58
C -1.64 -0.56 -0.42
C 1.75 -1.11 -0.11
H 1.97 2.93 -0.07
H 2.83 1.36 -0.69
H 0.13 1.58 0.75
H -0.85 -0.33 1.52
H -0.47 -1.85 0.63
H -1.42 -1.00 -1.45
H 1.28 -2.07 -0.24
N 0.76 -0.22 0.20
O 2.91 -0.89 -0.16
S -2.97 0.27 -0.08
*
```

=====

--- b ---
This record from the Open Molecules 2025 dataset describes C5H7NOS in the gas phase. The level of theory is ωB97M-V/def2-TZVPD.

Values from the calculation:
HOMO-LUMO gap (Eh): 0.2983
HOMO (eV): -8.85
SMILES string: C=CC(=S)CNC=O

```
! wB97M-V def2-TZVPD RIJCOSX def2/J DEFGRID3
* xyz 0 1
C -2.27 1.58 -0.29
C -1.11 1.06 0.07
C -0.88 -0.44 0.21
C 0.49 -0.86 0.86
C 2.39 -0.30 -0.53
H -3.14 1.03 -0.59
H -2.45 2.58 -0.22
H -0.36 1.75 0.35
H 0.29 -1.76 1.44
H 0.92 -0.07 1.51
H 1.18 -1.92 -0.91
H 3.13 -0.69 -1.21
N 1.43 -1.22 -0.21
O 2.28 0.86 -0.16
S -1.89 -1.58 -0.31
*
```

=====

Last place for stability: a

=====

--- a ---
This record from the Open Molecules 2025 dataset describes C9H14N2 in the gas phase. The level of theory is ωB97M-V/def2-TZVPD.

Values from the calculation:
HOMO-LUMO gap (Eh): 0.3483
HOMO (eV): -8.62
SMILES string: Cc1cnn(C)c1C1(C)CC1

```
! wB97M-V def2-TZVPD RIJCOSX def2/J DEFGRID3
* xyz 0 1
C 2.69 -0.69 0.00
C 1.37 -1.19 -0.08
C 0.62 -0.03 0.08
C -1.75 1.06 0.98
C -1.91 -0.41 1.11
C -1.19 0.20 -0.09
C 0.83 -2.58 0.04
C -1.68 0.04 -1.47
C 1.15 2.50 -0.01
N 2.71 0.67 0.07
N 1.44 1.05 0.07
H 3.63 -1.30 -0.03
H -2.48 1.62 0.56
H -1.01 1.48 1.58
H -1.45 -1.03 1.77
H -2.79 -0.92 0.79
H -0.19 -2.70 -0.10
H 1.42 -3.17 -0.73
H 0.93 -3.09 0.94
H -2.70 -0.19 -1.52
H -1.18 -0.65 -2.01
H -1.63 1.09 -1.86
H 2.03 2.93 -0.03
H 0.47 2.58 -0.88
H 0.66 2.75 0.83
*
```

=====

--- b ---
This record from the Open Molecules 2025 dataset describes C9H14N2 in the gas phase. The level of theory is ωB97M-V/def2-TZVPD.

Values from the calculation:
HOMO-LUMO gap (Eh): 0.4470
HOMO (eV): -11.49
SMILES string: CCCC[C@H](C#N)[C@@H](C)C#N

```
! wB97M-V def2-TZVPD RIJCOSX def2/J DEFGRID3
* xyz 0 1
C -1.05 0.00 -2.52
C -0.75 -1.13 -1.47
C -1.68 -1.12 -0.22
C -1.20 -0.27 1.00
C 0.34 -0.27 1.27
C 0.53 -0.55 2.76
N 0.77 -0.79 3.83
C 1.10 1.07 0.98
C 2.60 0.83 0.51
C 0.45 1.92 -0.09
N -0.24 2.66 -0.58
H -0.13 0.12 -3.12
H -1.81 -0.40 -3.22
H -1.39 0.95 -2.08
H 0.34 -1.11 -1.25
H -0.93 -2.09 -2.00
H -1.92 -2.14 0.13
H -2.65 -0.69 -0.55
H -1.64 0.75 0.96
H -1.67 -0.73 1.89
H 0.86 -1.11 0.77
H 1.18 1.61 1.94
H 2.85 -0.24 0.40
H 2.78 1.37 -0.43
H 3.28 1.31 1.25
*
```

=====

Last place for stability: a